Record 1
ORCA calculation (ωB97M-V with the def2-TZVPD basis set) on an isolated ion of composition H4NO2P2 and charge -1 in a non-equilibrium geometry.

```
9
Properties=species:S:1:pos:R:3:forces:R:3
N -0.3678 1.4523 -0.6937 -0.62 -1.98 -0.81
O -1.1257 -0.9405 -1.0746 0.27 -0.43 -0.51
O -0.8470 -0.2240 1.3982 0.06 0.33 -0.06
P 1.7220 -0.7688 0.0185 -0.11 -0.63 1.23
P -0.3887 -0.1807 -0.0257 -0.57 1.17 0.85
H -0.6553 2.1366 -0.0212 -0.42 0.25 0.31
H -1.1449 1.1561 -1.3348 0.61 1.48 0.37
H 1.0308 -1.9956 0.2394 0.64 -0.33 -0.18
H 1.7766 -0.6352 1.4938 0.14 0.14 -1.18
```
Forces are in eV/Å.

HOMO-LUMO gap = 9.04 eV
spin multiplicity = 1
SMILES = N[P@](=O)([O-])P
net charge = -1

---

Record 2
ORCA calculation (ωB97M-V with the def2-TZVPD basis set) on a 2-piece molecular cluster, C2H3N3S2 overall in a non-equilibrium geometry.

```
10
Properties=species:S:1:pos:R:3:forces:R:3
C -1.1320 -1.9623 -0.1601 -0.01 -0.57 -0.99
C 2.3147 0.1599 -0.0893 0.45 -0.28 -0.09
N -0.9288 -0.8493 0.2205 -0.24 0.74 -0.19
N -0.3654 0.2147 0.3802 0.97 0.37 0.74
N -1.0252 1.4183 0.1740 -0.85 -0.05 -0.11
S 2.4107 1.7096 -0.1126 0.02 0.12 -0.01
S 2.3931 -1.3886 -0.0979 -0.13 0.20 0.00
H -1.6162 -2.7954 0.2893 -0.32 -0.19 0.62
H -1.7302 1.3763 -0.5613 0.16 -0.08 -0.03
H -0.3207 2.1169 -0.0428 -0.04 -0.27 0.05
```
Forces are in eV/Å.

HOMO-LUMO gap = 8.08 eV
spin multiplicity = 1

---

Record 3
ORCA calculation (ωB97M-V with the def2-TZVPD basis set) on C32H44N6S2SeSiV as an isolated structure in a non-equilibrium geometry.

```
87
Properties=species:S:1:pos:R:3:forces:R:3
V -0.9562 1.3330 -0.0446 -0.86 0.96 -0.57
C -5.8899 -0.8855 1.7550 -0.06 0.00 0.00
S -5.4961 0.1310 0.3209 -0.22 -0.06 -0.15
C -3.8484 0.4444 0.5473 -0.03 -0.06 0.01
S -3.1286 1.5230 -0.6603 0.55 -0.07 0.45
N -3.1800 -0.0355 1.5557 0.57 0.19 -0.16
N -1.8826 0.4274 1.5448 -0.19 -0.08 0.14
C -1.1251 0.1362 2.5390 0.11 0.20 0.09
C 0.1872 0.7891 2.5523 -0.33 0.03 -0.36
C 1.0465 0.7459 3.6148 0.26 -0.08 0.38
C 2.2015 1.5301 3.5708 0.06 -0.02 0.12
C 2.4518 2.3155 2.4596 0.09 0.01 0.11
C 1.5495 2.2962 1.4119 -0.40 -0.31 -0.02
N 0.4345 1.5423 1.4464 0.34 0.09 0.35
H -6.8841 -1.2786 1.5525 -0.01 0.00 0.04
H -5.9077 -0.2718 2.6521 0.02 -0.02 0.00
H -5.1776 -1.6996 1.8526 -0.03 0.00 -0.02
H -1.4923 -0.4766 3.3552 0.03 -0.02 0.05
H 0.8112 0.1329 4.4775 0.05 0.07 -0.03
H 2.8876 1.5348 4.4100 -0.03 -0.02 -0.04
H 3.3321 2.9425 2.3992 -0.04 -0.02 0.00
H 1.7106 2.8854 0.5230 -0.05 0.06 -0.08
C 2.5579 -2.6904 -2.3878 0.10 0.01 -0.03
C 3.5737 -1.5688 -2.1536 -0.08 -0.09 0.02
C 3.9042 -1.2965 -0.6863 -0.06 -0.07 -0.05
C 2.7811 -0.6530 0.1207 -0.09 -0.29 0.03
N 1.7153 -1.5994 0.5262 0.47 0.14 0.07
C 0.4631 -1.6660 0.0724 -0.09 0.16 0.07
Se -0.2977 -0.5447 -1.2520 0.21 -0.27 -0.57
N -0.1763 -2.6981 0.6217 -0.33 -0.33 0.15
C -1.5507 -3.1903 0.3354 0.28 -0.05 0.06
C -1.5347 -4.4784 -0.4795 0.07 0.00 -0.01
C -0.9444 -4.3341 -1.8792 -0.07 0.12 -0.04
C -1.7892 -3.4660 -2.8136 0.01 -0.13 -0.04
C 0.7101 -3.3423 1.4895 -0.39 -0.04 -0.08
C 0.5391 -4.4480 2.3252 -0.09 -0.02 -0.01
C 1.6278 -4.8126 3.0834 0.06 -0.02 0.04
C 2.8461 -4.1027 3.0227 -0.02 -0.06 0.04
C 3.0086 -3.0092 2.2030 0.07 0.08 0.00
C 1.9043 -2.6463 1.4304 0.22 0.27 -0.10
H 2.5218 -2.9649 -3.4435 0.01 0.02 0.07
H 1.5408 -2.4016 -2.1071 0.13 -0.04 -0.06
H 2.8241 -3.5915 -1.8250 -0.02 0.07 -0.04
H 3.2273 -0.6423 -2.6266 0.04 -0.03 -0.01
H 4.5083 -1.8298 -2.6517 -0.03 0.00 -0.03
H 4.7530 -0.6115 -0.6268 0.00 -0.02 -0.01
H 4.2196 -2.2253 -0.2048 0.04 0.03 0.02
H 2.3088 0.1294 -0.4663 -0.10 0.12 -0.03
H 3.1694 -0.2063 1.0359 -0.02 -0.04 0.08
H -2.0816 -2.4001 -0.1849 -0.03 0.15 -0.04
H -2.0366 -3.3461 1.2984 0.03 0.05 0.04
H -2.5720 -4.8161 -0.5488 0.02 -0.02 0.02
H -0.9916 -5.2445 0.0769 -0.03 -0.03 -0.01
H -0.8586 -5.3326 -2.3075 0.03 -0.01 -0.01
H 0.0830 -3.9514 -1.8145 -0.10 -0.06 -0.02
H -2.8125 -3.8458 -2.8783 0.08 0.01 -0.01
H -1.3756 -3.4652 -3.8233 -0.02 0.00 0.05
H -1.8466 -2.4243 -2.4893 -0.06 -0.05 0.00
H -0.3940 -4.9958 2.3796 0.08 0.05 -0.02
H 1.5489 -5.6670 3.7449 0.02 0.06 -0.05
H 3.6756 -4.4300 3.6364 -0.04 0.00 -0.02
H 3.9463 -2.4683 2.1654 -0.06 -0.05 -0.02
C -1.2208 1.9535 -3.5116 -0.22 -0.09 -0.17
Si -0.0269 3.0023 -2.5789 0.22 -0.19 -0.23
C 0.0070 4.6298 -3.4232 -0.07 0.46 -0.04
C 1.6865 2.3172 -2.5389 0.33 -0.05 0.03
N -0.6285 2.9660 -0.7616 -0.25 -0.45 0.38
C -0.9924 4.1067 -0.0499 -0.14 0.53 0.30
C -1.6699 3.9724 1.2003 0.31 -0.16 -0.59
C -2.0698 5.0707 1.9087 0.02 0.66 0.00
C -1.8013 6.3574 1.4105 0.01 -0.21 -0.01
C -1.1078 6.5171 0.2107 -0.22 0.19 0.44
C -0.7051 5.4184 -0.5076 0.09 -0.68 -0.05
H -0.7417 1.7373 -4.4765 -0.10 0.05 0.09
H -2.1341 2.5229 -3.7158 0.06 -0.08 -0.01
H -1.5226 1.0020 -3.0849 -0.03 -0.12 -0.01
H 0.2160 4.3604 -4.4689 -0.03 0.05 0.12
H 0.8124 5.2925 -3.0919 -0.09 -0.08 -0.15
H -0.9454 5.1676 -3.4057 0.14 -0.04 -0.07
H 2.1844 2.6601 -3.4550 -0.04 -0.05 0.12
H 1.7076 1.2287 -2.5509 0.05 -0.02 0.04
H 2.2911 2.6794 -1.7019 -0.01 -0.01 -0.08
H -1.9140 3.0016 1.6114 -0.03 -0.13 -0.03
H -2.5990 4.9481 2.8448 0.02 0.04 -0.03
H -2.1300 7.2285 1.9656 0.02 -0.06 -0.03
H -0.8830 7.5084 -0.1622 -0.03 -0.03 0.05
H -0.1526 5.5670 -1.4199 -0.07 -0.01 0.14
```
Forces are in eV/Å.

HOMO-LUMO gap = 6.03 eV
spin multiplicity = 1
net charge = +3

---

Record 4
ORCA calculation (ωB97M-V with the def2-TZVPD basis set) on a 2-piece molecular cluster, C7H5ClN2OS overall in a non-equilibrium geometry.

```
17
Properties=species:S:1:pos:R:3:forces:R:3
C 2.2035 0.1819 -1.1726 -0.25 -0.53 2.99
C 0.8789 -0.0419 -1.3505 0.64 -1.74 4.90
C 2.7241 -0.0286 0.1549 2.61 0.94 -0.97
C 0.8119 -0.8599 0.9942 -1.44 -0.04 0.64
C 0.1606 -0.6198 -0.2090 1.43 0.28 -1.64
C -1.1586 -1.0677 -0.3642 -1.96 0.00 1.22
C -2.1140 1.6550 0.7687 0.44 0.83 -0.28
N 2.0630 -0.4488 1.1833 -0.66 -1.13 0.96
N -2.2590 -1.3438 -0.0357 3.38 0.56 -1.70
O -0.9675 1.9250 0.6376 -0.68 0.07 -0.68
S -3.7071 -1.8792 -0.0126 -2.40 -0.70 0.56
Cl -3.4571 1.9710 -0.3849 0.86 -0.10 0.28
H 2.8232 0.5119 -1.9303 1.17 0.63 -1.39
H 0.4344 0.0296 -2.2415 -1.83 0.49 -3.23
H 3.8309 0.1318 0.4402 -1.72 0.11 -1.09
H 0.2326 -1.3726 1.8453 1.13 0.94 -1.29
H -2.5000 1.2559 1.6772 -0.71 -0.61 0.73
```
Forces are in eV/Å.

HOMO-LUMO gap (spin up / spin down) = 7.70 / 7.70 eV
spin multiplicity = 1
SMILES = [S-][N+]#Cc1cccnc1.O=CCl